C32H36BrINO17P3 | ωB97M-V/def2-TZVPD

XYZ file:
```
91
Properties=species:S:1:pos:R:3
C 1.29 -7.54 -1.46
H 4.08 6.81 -3.14
C 2.10 -6.30 -1.49
H -3.17 0.88 -4.48
H 1.95 -0.12 3.50
C 3.18 4.93 -6.49
C 1.06 -7.35 0.97
C 4.25 6.87 -5.25
O 4.29 6.68 -7.60
H -7.35 -4.28 -4.54
H -1.90 -2.13 2.01
C -0.30 3.35 -3.36
C 1.49 2.97 3.02
C -5.60 -3.98 -3.25
H 4.01 0.56 6.98
O 0.43 -3.30 2.76
C 2.93 2.60 3.33
H 4.13 0.49 3.97
C 3.58 0.23 6.03
H 2.50 0.25 6.11
H 3.53 3.51 3.21
H -1.45 2.48 3.95
H -3.05 3.14 -5.52
O 0.63 -7.80 2.01
P -3.62 0.88 5.88
O 0.98 -2.26 5.04
O 2.84 -3.00 3.45
C -0.06 1.14 3.08
O 2.54 -5.86 -2.53
H -3.83 -3.34 -2.12
H 2.96 4.47 -7.45
H 1.12 -8.02 -2.42
H 0.24 -0.98 -0.68
H 2.04 -5.62 1.90
C -1.48 1.73 3.15
C -2.34 2.81 -4.77
C -6.53 -2.35 -4.83
C 1.87 -6.10 0.94
C -4.48 -1.80 -3.42
C -3.60 1.19 4.04
C 4.02 1.12 4.86
H 2.94 -4.71 -0.24
C 2.35 -5.62 -0.20
C 3.94 6.21 -6.54
O -1.48 0.07 -2.69
H -4.45 0.68 3.58
H 0.63 -1.36 5.17
P -0.80 -0.49 1.14
H -3.72 -1.08 -3.15
O -1.23 4.88 -4.89
C -4.54 -3.01 -2.86
H 0.35 1.82 -2.05
H 0.22 -8.94 -0.28
O -1.39 -2.00 1.20
H -3.75 2.26 3.93
O -3.05 -0.66 5.83
H 5.00 1.54 5.11
H 1.52 3.85 2.37
H 0.31 1.17 4.11
O 0.79 1.97 2.30
C -1.28 3.78 -4.38
H 1.96 -0.76 1.87
N 0.01 -0.25 2.67
Br -5.85 0.71 6.19
C -2.40 1.60 -4.21
I -2.11 2.86 1.41
H 4.81 7.80 -5.31
O 2.74 4.59 -2.99
H 3.91 -0.79 5.85
C -6.58 -3.55 -4.27
C 3.10 5.07 -4.05
H -7.23 -2.02 -5.58
C 0.81 -8.03 -0.32
C 2.79 4.40 -5.34
C 3.86 6.34 -4.09
C -0.36 2.15 -2.80
H 3.30 1.88 2.60
H 0.97 3.29 3.93
C -1.42 1.18 -3.19
H -3.43 -1.14 6.58
C -5.47 -1.38 -4.44
O -2.37 0.73 3.52
O 3.07 2.14 4.67
O 0.51 -0.66 0.19
C 1.39 -0.75 2.80
P 1.35 -2.43 3.49
O -5.65 -5.08 -2.74
H 0.46 4.07 -3.09
H 3.39 -2.50 4.07
O -5.42 -0.27 -4.95
H 2.23 3.48 -5.28
```

The relative energy (zero: lowest compared OMol25 entry of this formula, charge and spin) comes out at 24.1 kJ/mol. The spin multiplicity is 1. The frontier orbital gap comes out at 6.57 eV. As for the structure (SMILES): CCOCCO[C@@H]([C@@H](I)OCP(O)Br)N(CP(=O)(O)O)P(O)O.O=C1C=CC(=O)C=C1.O=C1C=CC(=O)C=C1.O=C1C=CC(=O)C=C1.O=C1C=CC(=O)C=C1.



C26H47Br10F6GaNO3 | ωB97M-V/def2-TZVPD

XYZ file:
```
94
Properties=species:S:1:pos:R:3
H -3.96 -1.31 0.74
H -5.61 -5.96 1.21
C 3.16 2.58 3.27
H 2.19 -0.58 -0.25
H -2.63 -1.29 -3.96
C -0.61 2.40 -1.47
H -4.20 5.75 3.43
H -2.82 -2.60 0.37
C -1.02 -0.48 2.46
Br -4.04 3.30 3.30
H -0.17 -2.27 1.53
H -1.30 3.63 0.19
H -0.88 -4.46 -2.90
C -2.32 1.72 0.22
H 2.05 -0.99 3.01
C 5.80 4.07 -4.18
H -4.81 6.39 1.18
H -3.60 -3.19 -2.69
Br 4.94 1.60 5.31
H 0.78 -1.08 -5.84
H 4.91 1.42 2.84
C 1.79 3.08 -0.67
H -1.22 3.10 -2.05
H 4.31 -3.80 5.51
H 3.59 0.47 3.55
Br -3.23 -5.21 1.14
C 0.14 -2.42 -4.28
H 4.23 -1.55 4.21
Br -3.96 4.53 -0.20
Br 1.49 2.40 4.24
H -6.41 -4.72 -0.94
Ga -1.64 -0.20 0.51
H -0.30 2.21 0.74
C -2.81 -2.58 -2.25
H 3.96 3.02 -3.87
H -2.79 2.00 1.16
C 0.85 2.70 -1.83
H 5.86 4.32 -3.12
C 4.84 -2.89 5.76
H -4.83 -3.91 -0.95
H -0.64 0.46 2.89
C -3.46 -1.44 -1.40
Br 4.43 2.66 -6.26
H 5.85 -2.94 5.36
H -0.92 1.41 -1.80
H 2.88 2.59 2.22
C -4.74 5.33 1.40
H 5.48 4.94 -4.73
C 4.09 1.43 3.56
H -5.73 4.91 1.51
C -1.29 -4.24 -3.89
H 0.09 -2.19 3.29
H -1.25 -1.26 -2.80
C -1.02 2.58 0.01
C 0.06 -1.59 2.36
O 2.88 -1.17 0.12
H -2.30 -4.65 -3.99
Br 7.63 3.70 -4.72
Br 2.23 -1.72 5.64
C 4.14 -1.64 5.29
F 0.98 3.64 -2.79
F 3.00 3.36 -1.21
H -2.82 5.28 2.42
O 1.03 -3.14 -3.96
H -0.38 -0.33 -4.66
H -2.19 -3.15 -1.54
C -3.87 5.11 2.61
H 1.29 -0.65 -4.16
H -4.56 -1.46 -1.49
C 0.47 -1.01 -4.79
C 4.90 2.88 -4.38
H -3.15 -0.46 -1.80
H -4.81 -6.43 -0.30
C 1.45 -0.99 2.10
H 3.59 3.54 3.55
C -5.56 -4.42 -0.33
C 2.25 -1.86 1.12
H 5.35 1.94 -4.06
F 1.45 4.18 -0.04
H -3.01 1.80 -0.63
F 2.03 2.10 0.16
C -1.96 -1.90 -3.34
F 1.38 1.57 -2.37
H 1.33 0.01 1.67
F -0.12 -0.60 -0.55
Br 5.06 -2.89 7.70
H 4.51 -0.73 5.76
Br -6.26 -3.11 0.92
N -1.21 -2.82 -4.26
O 2.36 -3.02 1.23
C -3.10 -1.57 0.11
H -1.90 -0.84 3.00
H -0.67 -4.80 -4.59
C -4.98 -5.61 0.39
```

The spin multiplicity is 1. The frontier orbital gap comes out at 6.91 eV. As for the net charge: -1.



C42H32AsN2O2PRu | ωB97M-V/def2-TZVPD

XYZ file:
```
81
Properties=species:S:1:pos:R:3
C 2.06 5.66 2.14
H 1.89 0.23 -4.26
C -0.74 -1.48 4.50
C 3.30 -1.30 -2.11
C 1.38 -4.17 -1.58
C -0.76 -1.13 3.15
N 0.86 -0.14 -0.94
H 0.67 -1.90 0.78
C 0.28 -0.37 -5.57
C -0.55 -2.08 -3.52
C 0.77 -2.85 0.33
C 3.39 2.45 0.68
C -1.27 -1.99 -4.72
H -2.15 -2.59 -4.84
C 1.10 -2.94 -1.00
As -1.43 0.95 1.03
H -3.76 -0.47 -3.11
H 0.63 0.26 -6.39
H -0.87 -2.74 -2.69
H 3.17 -1.72 -4.26
H -5.18 -2.32 0.57
C 1.01 -0.42 -4.39
C -4.67 -1.39 -1.39
H -0.72 4.14 1.08
H 7.14 -1.62 -2.46
C -4.29 3.90 3.26
C -4.24 4.07 1.88
H 6.12 -0.95 -0.26
C -2.63 2.15 3.18
C 5.51 -1.16 -1.13
H 1.80 -4.27 -2.58
C -1.11 -0.53 5.45
H 3.99 4.81 2.03
C 0.58 -1.28 -3.40
H -1.33 -1.16 -6.75
C -4.63 -1.59 -0.01
H -1.90 1.35 5.87
H -0.29 -2.44 4.81
C 2.93 4.61 1.90
H -3.27 3.31 0.12
C 6.07 -1.49 -2.36
C 2.51 3.49 1.24
C 4.10 -1.08 -1.03
O 2.76 1.51 -0.04
H 0.76 -6.18 1.07
H -0.46 -1.80 2.35
C 0.72 5.52 1.91
C 0.27 4.27 1.39
O 4.58 2.48 0.80
H 3.63 -0.88 -0.07
H -5.02 4.53 3.79
H 0.34 -3.95 2.12
C -1.34 0.11 2.76
H -4.80 4.87 1.34
C 0.89 -5.24 0.49
C -3.42 2.97 3.92
C -1.82 1.00 3.72
Ru 0.86 1.37 0.10
C -3.74 -0.59 -1.99
C -3.33 3.26 1.17
C 3.83 -1.62 -3.36
C -2.74 -0.10 0.13
H 2.41 6.55 2.65
H 0.02 6.29 2.19
P 1.51 -1.39 -1.85
C 0.66 -4.00 1.10
H -1.95 0.62 -1.76
H 5.66 -1.71 -4.44
N 1.14 3.27 1.03
C -2.55 2.36 1.82
H -1.02 -0.76 6.49
H -5.36 -1.86 -2.08
C 1.23 -5.30 -0.81
H -3.40 2.95 5.00
C -0.81 -1.18 -5.77
C -2.77 0.08 -1.25
C -3.60 -1.00 0.75
C 5.22 -1.62 -3.48
C -1.61 0.68 5.07
H 1.37 -6.27 -1.31
H -3.61 -1.06 1.81
```

The relative energy (zero: lowest compared OMol25 entry of this formula, charge and spin) comes out at 0.0 kJ/mol. The spin multiplicity is 5. The frontier orbital gap (spin up / spin down) comes out at 7.37 / 3.49 eV. As for the net charge: +2.



H28O14 | ωB97M-V/def2-TZVPD

XYZ file:
```
42
Properties=species:S:1:pos:R:3
H 0.12 -1.42 3.97
H -1.22 1.54 -0.73
O -0.71 -3.85 -2.23
H -0.35 -4.45 -1.81
H -2.73 1.85 0.24
O 1.32 1.59 -3.13
H -2.49 0.56 4.91
H -4.17 1.45 0.40
H -1.70 1.64 -2.11
O -1.43 0.64 4.97
H -1.03 -2.40 4.02
H 1.56 -2.13 3.90
H -1.46 1.13 4.08
O -3.24 1.36 0.87
H 0.37 3.17 0.13
O -1.31 2.21 -1.46
O 0.74 -2.07 3.46
H 4.58 -1.29 2.01
O 3.90 -1.67 2.54
H 2.92 2.46 -2.79
H -0.13 0.21 1.31
H 3.40 -1.18 3.23
H -2.14 -2.11 2.94
H 4.05 -1.73 -1.52
H 0.78 -0.87 0.98
H -0.88 2.55 -4.32
O -2.01 -2.36 3.88
H -2.99 -2.62 -2.25
H 4.27 2.32 -2.31
H 0.30 1.79 -3.06
H -0.15 -3.16 -2.30
O 0.39 -0.10 0.54
O 3.86 -1.40 -0.72
O 0.33 3.60 1.02
H 1.34 0.94 -2.43
H 2.88 -1.37 -0.65
H -0.54 3.46 1.34
O -1.35 1.69 -4.08
O -3.14 -1.80 -2.77
O 3.50 2.73 -2.04
H -1.70 1.30 -4.80
H -3.75 -2.20 -3.24
```

The relative energy (zero: lowest compared OMol25 entry of this formula, charge and spin) comes out at 565.5 kJ/mol. The spin multiplicity is 2. The frontier orbital gap (spin up / spin down) comes out at 9.34 / 1.69 eV. As for the net charge: +1.